Version 1
The following is a quantum chemistry calculation of 10 unconnected molecules or ions with the total composition C16H52O10, from OMol25.

Results
charge	0
SMILES	CCO.CCO.CCO.CCO.CCO.CCO.CO.CO.CO.CO
HOMO-LUMO gap	10.17	eV

```
78
Properties=species:S:1:pos:R:3:mulliken_charge:R:1
C -2.919 -0.109 3.077 -0.460
C -4.343 0.288 3.258 -0.399
O -5.052 -0.423 4.213 -0.540
H -2.429 0.503 2.322 -0.190
H -2.739 -1.106 2.662 0.286
H -2.326 -0.063 3.980 0.433
H -4.789 0.160 2.239 0.177
H -4.435 1.324 3.396 0.376
H -4.754 -1.318 4.207 0.319
C 5.355 -0.148 2.102 -1.409
C 3.878 -0.159 1.756 0.460
O 3.205 0.504 2.761 -0.552
H 5.916 -0.926 1.607 0.369
H 5.541 -0.293 3.192 0.326
H 5.844 0.776 1.821 0.332
H 3.433 -1.137 1.670 0.192
H 3.895 0.332 0.780 0.005
H 2.289 0.670 2.623 0.232
C 1.887 -3.533 -0.913 -0.991
C 1.459 -3.443 -2.366 0.083
O 0.166 -3.960 -2.596 -0.729
H 1.074 -3.138 -0.261 0.107
H 2.748 -2.920 -0.798 0.309
H 2.159 -4.520 -0.606 0.418
H 2.175 -3.948 -3.001 0.458
H 1.431 -2.377 -2.557 -0.096
H -0.102 -3.702 -3.500 0.400
C -3.648 -1.863 -0.577 -0.833
C -2.423 -2.679 -0.531 -0.397
O -1.511 -2.141 -1.387 -0.454
H -4.025 -1.821 -1.636 0.289
H -3.443 -0.813 -0.339 -0.103
H -4.384 -2.267 0.114 0.436
H -2.704 -3.729 -0.771 0.376
H -2.012 -2.808 0.455 0.337
H -0.859 -2.883 -1.650 0.389
C 0.545 -0.554 -4.681 -0.506
C -0.941 -0.948 -4.677 -0.401
O -1.047 -2.219 -4.171 -0.593
H 0.789 0.329 -5.255 0.462
H 1.266 -1.333 -5.050 0.311
H 0.896 -0.351 -3.653 -0.346
H -1.309 -1.032 -5.709 0.354
H -1.539 -0.192 -4.229 0.257
H -1.622 -2.272 -3.431 0.343
C 1.559 3.600 1.140 -0.207
C 0.419 3.562 0.151 -0.177
O -0.689 4.417 0.471 -0.571
H 2.185 2.692 0.960 0.044
H 1.194 3.560 2.161 -0.268
H 2.298 4.426 1.061 0.345
H -0.021 2.558 0.243 0.019
H 0.820 3.728 -0.870 0.333
H -0.826 4.249 1.417 0.327
C 0.048 -0.089 0.483 0.399
O -0.083 0.222 -0.910 0.116
H 1.076 -0.077 0.778 -0.215
H -0.406 0.723 1.116 -0.161
H -0.476 -0.972 0.815 0.178
H -0.399 -0.599 -1.339 0.181
C 3.317 0.601 -2.656 -0.685
O 2.632 0.972 -1.468 -0.347
H 4.368 0.807 -2.576 0.324
H 3.187 -0.484 -2.841 0.186
H 3.010 1.221 -3.544 0.272
H 1.699 1.008 -1.654 0.144
C -3.271 2.016 -0.328 -0.448
O -2.446 1.528 -1.387 -0.535
H -3.694 3.021 -0.561 0.323
H -4.192 1.401 -0.161 0.264
H -2.735 2.126 0.598 -0.034
H -1.605 1.143 -1.088 0.343
C 0.518 2.752 4.491 -0.957
O 0.264 1.839 3.423 -0.163
H 1.431 3.291 4.205 0.256
H -0.288 3.471 4.629 0.330
H 0.776 2.319 5.428 0.392
H -0.269 1.215 3.925 0.158
```


Version 2
The following is a quantum chemistry calculation of 10 unconnected molecules or ions with the total composition C16H52O10, from OMol25.

Results
charge	0
SMILES	CCO.CCO.CCO.CCO.CCO.CCO.CO.CO.CO.CO
HOMO-LUMO gap	9.78	eV

```
78
Properties=species:S:1:pos:R:3:mulliken_charge:R:1
C -6.247 2.040 -31.588 -1.344
C -6.930 2.247 -30.267 0.860
O -7.223 0.933 -29.706 -0.685
H -6.056 2.980 -32.131 0.349
H -6.820 1.411 -32.235 0.439
H -5.197 1.600 -31.533 0.280
H -7.781 2.843 -30.531 -0.283
H -6.294 2.818 -29.613 -0.045
H -7.860 0.532 -30.264 0.333
C -6.627 9.485 -30.648 -1.315
C -7.768 9.099 -29.722 0.962
O -7.652 9.649 -28.444 -0.615
H -5.676 9.382 -30.147 0.343
H -6.788 10.481 -31.076 0.350
H -6.575 8.717 -31.470 0.282
H -7.826 8.020 -29.679 -0.435
H -8.734 9.545 -30.049 0.164
H -8.362 9.385 -27.909 0.088
C -10.646 8.785 -27.564 -1.621
C -10.290 7.332 -27.151 0.865
O -9.090 6.964 -27.765 -0.248
H -10.812 8.869 -28.623 0.382
H -9.913 9.513 -27.285 0.598
H -11.565 8.953 -27.076 0.431
H -11.022 6.553 -27.280 -0.536
H -10.114 7.333 -26.076 0.322
H -9.272 6.104 -28.176 -0.241
C -5.955 3.604 -26.594 -1.204
C -7.478 3.577 -26.602 1.336
O -7.980 3.309 -25.321 -0.623
H -5.523 4.442 -26.050 0.331
H -5.635 3.684 -27.618 0.273
H -5.446 2.694 -26.121 0.280
H -7.834 2.861 -27.295 -0.294
H -7.884 4.503 -27.006 -0.200
H -8.920 3.205 -25.361 0.329
C -9.725 6.026 -30.841 -1.301
C -10.140 4.701 -30.262 0.026
O -9.534 4.486 -29.000 0.782
H -8.641 6.130 -31.177 0.110
H -9.934 6.827 -30.157 0.036
H -10.253 6.223 -31.770 0.498
H -9.864 3.913 -30.939 0.445
H -11.228 4.613 -30.206 0.019
H -9.741 3.624 -28.695 -0.186
C -12.810 3.822 -28.099 0.237
C -14.128 3.191 -27.458 -0.811
O -14.349 1.907 -27.852 -0.482
H -12.400 4.582 -27.443 0.058
H -13.059 4.166 -29.113 0.305
H -12.008 3.051 -28.066 -0.545
H -14.981 3.771 -27.841 0.364
H -14.073 3.159 -26.386 0.397
H -15.237 1.688 -27.598 0.295
C -6.092 5.761 -29.632 0.028
O -4.835 5.935 -29.027 -0.615
H -6.922 5.791 -28.865 0.228
H -6.108 4.853 -30.168 -0.136
H -6.265 6.525 -30.402 0.137
H -4.961 6.480 -28.256 0.382
C -12.437 1.269 -30.451 -0.437
O -12.926 0.374 -29.526 -0.600
H -11.688 1.947 -29.968 -0.029
H -13.342 1.781 -30.766 0.303
H -11.992 0.848 -31.323 0.380
H -13.245 0.985 -28.833 0.409
C -10.272 0.845 -27.655 -1.065
O -9.578 1.743 -28.455 -0.454
H -11.073 1.281 -27.104 0.368
H -9.588 0.473 -26.918 0.383
H -10.549 0.006 -28.222 0.349
H -8.838 1.229 -28.853 0.204
C -13.461 7.108 -29.321 -0.386
O -13.399 8.528 -29.192 -0.542
H -12.802 6.862 -30.218 0.079
H -14.475 6.886 -29.627 0.435
H -13.016 6.531 -28.482 0.117
H -13.743 8.760 -28.333 0.305
```


It is version 1 that is the most stable of them.


Version 1
The following is a quantum chemistry calculation of 2 unconnected molecules or ions with the total composition C2H3Cl2NO2, from OMol25.

Results
charge	0
HOMO-LUMO gap (spin up / spin down)	10.40 / 6.12	eV

```
10
Properties=species:S:1:pos:R:3:nbo_charge:R:1
C -1.166 0.873 0.349 -0.684
C 0.232 0.573 0.778 -0.101
N 1.017 -1.593 -0.991 0.520
O 2.123 -1.983 -0.974 -0.234
O 0.141 -1.575 -1.851 -0.299
Cl 1.452 1.455 -0.018 0.042
Cl 0.671 -0.535 2.016 0.052
H -1.194 1.825 -0.162 0.239
H -1.569 0.041 -0.377 0.237
H -1.707 0.919 1.230 0.228
```


Version 2
The following is a quantum chemistry calculation of 2 unconnected molecules or ions with the total composition C2H3Cl2NO2, from OMol25.

Results
charge	0
HOMO-LUMO gap (spin up / spin down)	6.67 / 6.63	eV

```
10
Properties=species:S:1:pos:R:3:nbo_charge:R:1
C 0.423 0.487 -0.435 0.788
C 1.809 -0.195 0.192 -0.659
N -2.498 -0.041 -0.331 -0.243
O 0.499 1.364 -1.237 -0.612
O -0.524 -0.124 0.049 -0.490
Cl -2.884 -1.540 0.259 0.282
Cl -2.851 1.189 0.745 0.260
H 1.979 -1.029 -0.433 0.220
H 1.415 -0.650 1.005 0.216
H 2.633 0.539 0.187 0.238
```


It is version 1 that is the most stable of them.


Version 1
The following is a quantum chemistry calculation of C4H8P2 in the gas phase, from OMol25.

Results
charge	0
SMILES	[H]/P=C(C)/P=C/C
HOMO-LUMO gap (spin up / spin down)	7.20 / 7.20	eV

```
14
Properties=species:S:1:pos:R:3:nbo_charge:R:1
C -0.114 0.712 -1.563 -0.524
C 0.027 -0.529 1.727 -0.493
C 0.284 -0.583 -2.181 -0.723
C -0.254 0.033 3.016 -0.701
P -0.257 0.721 0.461 0.529
P -0.246 2.169 -2.715 0.361
H 0.393 -1.562 1.655 0.219
H 0.602 -1.204 -1.352 0.210
H 1.085 -0.477 -2.938 0.227
H -0.536 -0.966 -2.740 0.236
H 0.572 -0.147 3.830 0.238
H -1.158 -0.469 3.625 0.231
H -0.698 1.057 2.852 0.246
H 0.301 1.244 -3.676 -0.055
```


Version 2
The following is a quantum chemistry calculation of 2 unconnected molecules or ions with the total composition C4H8P2, from OMol25.

Results
charge	0
HOMO-LUMO gap (spin up / spin down)	6.85 / 6.96	eV

```
14
Properties=species:S:1:pos:R:3:nbo_charge:R:1
C 0.860 -0.194 0.315 -0.114
C 0.247 0.871 -0.322 -0.322
C 2.027 -0.802 -0.314 -0.673
C -0.804 1.680 0.152 -0.376
P -2.054 -1.323 0.223 -0.017
P -3.180 0.336 -0.159 0.014
H 0.692 -0.404 1.441 0.214
H 0.509 0.973 -1.385 0.208
H 2.896 -0.127 -0.151 0.233
H 2.350 -1.670 0.266 0.221
H 1.861 -1.160 -1.459 0.226
H -1.162 2.554 -0.370 0.211
H -1.355 1.560 1.213 0.221
H -2.888 -2.294 0.549 -0.046
```


It is version 2 that is the most stable of them.


Version 1
The following is a quantum chemistry calculation of C2H2N4O2 in the gas phase, from OMol25.

Results
charge	0
SMILES	C=Nn1onnc1=O
HOMO-LUMO gap	8.99	eV

```
10
Properties=species:S:1:pos:R:3:nbo_charge:R:1
C -1.835 -0.149 0.069 -0.126
C 0.807 0.870 -0.162 0.664
H -2.714 -0.798 0.348 0.188
H -2.113 0.962 0.198 0.237
N -0.846 -1.004 -0.157 -0.219
N 0.378 -0.508 -0.231 -0.007
N 2.529 -0.566 0.123 0.182
N 2.234 0.671 -0.021 -0.242
O 1.359 -1.354 -0.087 -0.143
O 0.201 1.877 -0.081 -0.534
```


Version 2
The following is a quantum chemistry calculation of C2H2N4O2 in the gas phase, from OMol25.

Results
charge	0
SMILES	[H]/N=c1\nc(O)nno1
HOMO-LUMO gap	9.66	eV

```
10
Properties=species:S:1:pos:R:3:nbo_charge:R:1
C -1.011 -0.422 0.077 0.674
C 1.293 -0.370 0.030 0.589
H -2.726 -0.117 -0.034 0.495
H 2.324 -1.626 0.383 0.362
N -1.165 0.961 0.456 -0.335
N -0.152 1.558 -0.067 0.241
N 2.550 -0.612 0.094 -0.584
N 0.103 -1.086 -0.016 -0.563
O -2.285 -0.937 -0.205 -0.609
O 0.954 1.030 -0.328 -0.270
```


Version 3
The following is a quantum chemistry calculation of C2H2N4O2 in the gas phase, from OMol25.

Results
charge	0
SMILES	O=Cn1[nH]nnc1=O
HOMO-LUMO gap	9.83	eV

```
10
Properties=species:S:1:pos:R:3:nbo_charge:R:1
C -1.527 0.434 0.003 0.527
C 1.008 0.844 -0.154 0.715
H -1.712 1.586 0.016 0.162
H 0.052 -1.906 0.847 0.404
N -0.220 0.030 0.046 -0.388
N 0.256 -1.345 -0.191 -0.220
N 1.587 -1.271 -0.079 0.067
N 2.057 -0.170 -0.187 -0.221
O -2.446 -0.275 -0.235 -0.526
O 0.946 2.073 -0.067 -0.520
```


Version 4
The following is a quantum chemistry calculation of C2H2N4O2 in the gas phase, from OMol25.

Results
charge	0
SMILES	O=C/N=c1/[nH]nno1
HOMO-LUMO gap	9.52	eV

```
10
Properties=species:S:1:pos:R:3:nbo_charge:R:1
C -0.997 0.748 1.536 0.468
C -0.060 -0.228 -0.172 0.619
H -0.164 1.250 1.676 0.119
H 0.151 -2.417 -1.032 0.474
N -1.185 -0.145 0.460 -0.529
N 0.169 -1.194 -1.095 -0.379
N 1.355 -1.057 -1.468 -0.048
N 1.839 0.067 -1.040 0.064
O -2.029 1.146 2.015 -0.516
O 0.919 0.648 -0.369 -0.272
```


It is version 3 that is the most stable of them.


Version 1
The following is a quantum chemistry calculation of C2H2N4O2 in the gas phase, from OMol25.

Results
charge	0
SMILES	[H]/N=c1/nnnc(O)o1
HOMO-LUMO gap	9.27	eV

```
10
Properties=species:S:1:pos:R:3:nbo_charge:R:1
C 0.960 -0.255 -0.014 0.798
C -1.157 -0.253 -0.031 0.531
H 2.654 -0.223 -0.530 0.514
H -1.943 -2.040 0.201 0.356
N 1.093 1.048 -0.096 -0.462
N -0.076 1.748 0.141 0.107
N -1.113 1.128 -0.037 -0.224
N -2.191 -0.943 -0.224 -0.571
O 2.099 -0.996 -0.069 -0.620
O -0.039 -0.948 0.334 -0.430
```


Version 2
The following is a quantum chemistry calculation of C2H2N4O2 in the gas phase, from OMol25.

Results
charge	0
SMILES	[H]/N=c1/nnoc(O)n1
HOMO-LUMO gap	8.72	eV

```
10
Properties=species:S:1:pos:R:3:nbo_charge:R:1
C 1.002 0.049 0.065 0.811
C -1.127 0.050 0.010 0.387
H 2.145 -1.400 -0.166 0.502
H -1.890 -1.616 0.017 0.343
N -0.024 -0.702 -0.035 -0.575
N -2.183 -0.651 0.081 -0.563
N -1.186 1.381 -0.042 -0.132
N -0.089 2.044 -0.044 0.195
O 2.237 -0.470 -0.008 -0.635
O 1.114 1.313 0.122 -0.332
```


It is version 2 that is the most stable of them.


Version 1
The following is a quantum chemistry calculation of C8H16N2O in the gas phase, from OMol25.

Results
charge	0
SMILES	CO[C@@H](C)[C@](C)(C#N)N(C)C
HOMO-LUMO gap	9.78	eV

```
27
Properties=species:S:1:pos:R:3:nbo_charge:R:1
C -0.840 -1.802 -0.721 0.289
C 1.783 -0.799 0.639 -0.663
C -1.911 0.243 0.094 -0.618
C 0.637 1.398 -1.495 -0.426
C -0.532 -0.187 -2.892 -0.410
C 0.224 -1.308 3.161 -0.244
C 0.344 -0.393 0.971 0.139
C -0.623 -0.362 -0.359 0.022
N -0.797 -2.950 -0.829 -0.330
N 0.106 0.067 -1.552 -0.445
O -0.271 -1.293 1.892 -0.541
H 2.057 -0.429 -0.355 0.237
H 1.947 -1.842 0.599 0.232
H 2.406 -0.259 1.277 0.208
H -1.560 1.164 0.684 0.206
H -2.632 0.583 -0.783 0.220
H -2.420 -0.287 0.790 0.237
H 1.474 1.466 -2.124 0.202
H 0.011 2.175 -1.858 0.174
H 0.904 1.848 -0.533 0.202
H -1.168 0.616 -3.222 0.180
H 0.153 -0.495 -3.672 0.211
H -1.125 -1.044 -2.782 0.218
H -0.587 -1.819 3.784 0.208
H 0.385 -0.243 3.429 0.155
H 1.346 -1.669 3.388 0.166
H 0.444 0.668 1.298 0.170
```


Version 2
The following is a quantum chemistry calculation of 2 unconnected molecules or ions with the total composition C8H16N2O, from OMol25.

Results
charge	0
HOMO-LUMO gap (spin up / spin down)	8.28 / 8.28	eV

```
27
Properties=species:S:1:pos:R:3:nbo_charge:R:1
C -2.478 -0.312 -1.476 0.382
C -1.516 -0.714 0.456 0.277
C -1.673 -0.690 1.895 -0.661
C 0.842 -0.625 -1.597 -0.681
C 2.724 0.852 0.750 -0.619
C 0.584 1.989 -0.225 -0.638
C 0.704 -0.509 -0.116 -0.108
C 1.165 0.802 0.555 -0.274
N -2.122 0.238 -0.377 -0.525
N -1.966 -1.991 -0.107 -0.356
O -2.435 -1.670 -1.516 -0.362
H -2.695 0.152 -2.377 0.194
H -2.728 -0.697 2.250 0.234
H -1.276 0.406 2.181 0.231
H -1.070 -1.612 2.367 0.229
H 0.548 0.255 -2.133 0.210
H 1.950 -0.657 -1.711 0.226
H 0.181 -1.510 -1.828 0.224
H 3.222 0.959 -0.315 0.202
H 3.018 1.803 1.327 0.216
H 3.029 -0.097 1.355 0.218
H 0.899 2.825 0.410 0.204
H -0.602 2.006 -0.143 0.257
H 1.125 1.964 -1.210 0.201
H 1.075 -1.381 0.235 0.159
H 0.682 0.837 1.510 0.199
H -1.189 -2.624 -0.157 0.360
```


It is version 1 that is the most stable of them.